[1]
{
  "formula": "C36H93N7O11",
  "method": "ωB97M-V with the def2-TZVPD basis set",
  "e_above_lowest_kj_mol": 355.6,
  "s2": 0.75,
  "spin_multiplicity": 2,
  "total_charge": 1,
  "gap_ev": [6.92, 1.90],
  "max_force_ev_per_a": 3.97,
  "e_lumo_ev": [-2.61, -7.63],
  "elements": ["C", "O", "C", "C", "N", "C", "C", "O", "C", "H", "H", "H", "H", "H", "H", "H", "H", "H", "H", "H", "H", "H", "H", "H", "C", "O", "C", "C", "N", "C", "C", "O", "C", "H", "H", "H", "H", "H", "H", "H", "H", "H", "H", "H", "H", "H", "H", "H", "C", "O", "C", "C", "N", "C", "C", "O", "C", "H", "H", "H", "H", "H", "H", "H", "H", "H", "H", "H", "H", "H", "H", "H", "C", "O", "C", "C", "N", "C", "C", "O", "C", "H", "H", "H", "H", "H", "H", "H", "H", "H", "H", "H", "H", "H", "H", "H", "C", "C", "C", "O", "C", "N", "H", "H", "H", "H", "H", "H", "H", "H", "H", "H", "H", "C", "C", "C", "O", "C", "N", "H", "H", "H", "H", "H", "H", "H", "H", "H", "H", "H", "C", "C", "C", "O", "C", "N", "H", "H", "H", "H", "H", "H", "H", "H", "H", "H", "H"],
  "coordinates": [[16.931, -24.924, -24.453], [16.063, -25.841, -23.807], [15.046, -26.365, -24.764], [13.983, -25.233, -25.005], [13.224, -24.781, -23.790], [12.566, -23.472, -23.998], [13.144, -22.268, -23.332], [14.550, -22.043, -23.701], [14.812, -21.417, -24.966], [17.752, -24.674, -23.781], [16.455, -23.952, -24.587], [17.444, -25.234, -25.364], [14.605, -27.175, -24.183], [15.503, -26.866, -25.617], [13.194, -25.357, -25.746], [14.476, -24.288, -25.231], [13.815, -24.715, -22.974], [11.605, -23.655, -23.518], [12.239, -23.216, -25.006], [13.155, -22.408, -22.251], [12.486, -21.415, -23.501], [14.108, -21.547, -25.788], [15.742, -21.853, -25.332], [15.181, -20.391, -24.977], [14.401, -19.784, -20.884], [13.522, -19.123, -21.824], [14.237, -18.214, -22.631], [13.282, -17.335, -23.375], [13.862, -16.300, -24.233], [14.489, -15.201, -23.431], [15.984, -15.009, -23.697], [16.124, -15.186, -25.152], [17.332, -14.609, -25.579], [14.688, -19.093, -20.091], [15.367, -20.044, -21.315], [13.857, -20.631, -20.465], [14.617, -18.814, -23.457], [15.020, -17.615, -22.166], [12.781, -16.900, -22.510], [12.600, -18.009, -23.891], [14.571, -16.654, -24.859], [14.151, -14.984, -22.418], [14.022, -14.337, -23.902], [16.604, -15.722, -23.153], [16.244, -13.994, -23.396], [17.068, -14.391, -26.614], [18.255, -15.187, -25.557], [17.433, -13.626, -25.119], [19.649, -30.556, -28.476], [18.923, -29.476, -27.898], [19.543, -28.925, -26.765], [20.789, -28.125, -27.081], [20.530, -26.948, -27.927], [19.824, -25.893, -27.251], [19.152, -24.803, -28.193], [18.531, -23.736, -27.544], [17.309, -23.169, -27.990], [18.913, -30.953, -29.175], [19.770, -31.452, -27.867], [20.597, -30.271, -28.934], [19.773, -29.717, -26.052], [18.775, -28.404, -26.194], [21.559, -28.768, -27.507], [21.333, -27.963, -26.150], [19.853, -27.249, -28.613], [20.507, -25.382, -26.571], [18.934, -26.356, -26.825], [18.395, -25.295, -28.804], [19.891, -24.393, -28.882], [17.410, -22.763, -28.996], [16.948, -22.330, -27.395], [16.409, -23.782, -28.024], [18.728, -13.056, -31.014], [19.780, -13.068, -30.048], [19.400, -13.898, -28.964], [20.442, -13.843, -27.770], [21.815, -13.979, -28.279], [22.997, -13.496, -27.407], [24.330, -13.647, -28.273], [25.345, -12.885, -27.730], [26.567, -13.045, -28.451], [17.834, -12.543, -30.657], [18.544, -14.023, -31.482], [19.219, -12.389, -31.723], [19.440, -14.932, -29.308], [18.403, -13.623, -28.618], [20.261, -14.640, -27.048], [20.302, -12.843, -27.359], [21.833, -13.757, -29.264], [23.193, -14.175, -26.577], [22.936, -12.487, -26.999], [24.109, -13.459, -29.323], [24.704, -14.671, -28.280], [26.604, -13.036, -29.540], [26.923, -14.043, -28.192], [27.161, -12.200, -28.104], [16.898, -22.918, -21.008], [16.832, -24.011, -19.879], [16.858, -25.423, -20.557], [16.853, -26.413, -19.505], [17.825, -27.456, -19.602], [18.028, -23.811, -19.068], [17.768, -23.071, -21.648], [16.923, -21.912, -20.590], [16.036, -22.832, -21.669], [15.940, -23.776, -19.299], [17.672, -25.594, -21.261], [15.964, -25.575, -21.162], [17.763, -28.012, -18.666], [18.844, -27.073, -19.656], [17.593, -28.093, -20.455], [17.968, -24.565, -18.399], [17.910, -22.998, -18.481], [18.277, -18.132, -28.573], [17.663, -18.812, -27.365], [18.500, -19.917, -26.557], [17.635, -20.357, -25.420], [18.310, -21.349, -24.509], [17.156, -17.807, -26.457], [18.656, -18.948, -29.188], [19.162, -17.597, -28.226], [17.733, -17.452, -29.229], [16.641, -19.073, -27.642], [19.550, -19.623, -26.553], [18.683, -20.740, -27.249], [18.896, -20.745, -23.816], [18.853, -22.119, -25.057], [17.656, -21.979, -23.907], [18.037, -17.446, -26.120], [16.847, -18.339, -25.656], [20.811, -19.683, -31.022], [22.156, -19.423, -31.648], [23.077, -20.659, -31.736], [24.306, -20.142, -32.334], [25.010, -21.043, -33.122], [21.928, -18.910, -32.942], [19.906, -19.162, -31.333], [20.827, -19.551, -29.940], [20.587, -20.742, -31.156], [22.619, -18.590, -31.121], [22.751, -21.494, -32.356], [23.281, -21.163, -30.792], [24.279, -21.622, -33.686], [25.582, -21.633, -32.406], [25.674, -20.414, -33.715], [22.873, -19.074, -33.256], [21.480, -19.654, -33.458]],
  "lowdin_charge": [-0.12, -0.21, -0.12, -0.17, -0.05, -0.23, -0.19, -0.20, -0.11, 0.08, 0.06, 0.07, 0.11, 0.11, 0.11, 0.08, 0.09, 0.11, 0.12, 0.11, 0.12, 0.10, 0.04, 0.06, -0.09, -0.18, -0.27, -0.22, -0.02, -0.20, -0.18, -0.21, -0.15, 0.08, 0.07, 0.09, 0.10, 0.12, 0.12, 0.12, 0.08, 0.12, 0.10, 0.12, 0.11, 0.08, 0.06, 0.08, -0.10, -0.18, -0.25, -0.20, -0.06, -0.20, -0.20, -0.20, -0.10, 0.09, 0.09, 0.09, 0.12, 0.11, 0.11, 0.12, 0.10, 0.12, 0.09, 0.12, 0.12, 0.09, 0.06, 0.09, -0.07, -0.20, -0.19, -0.08, 0.22, -0.02, -0.25, -0.17, -0.07, 0.10, 0.10, 0.10, 0.12, 0.12, 0.14, 0.15, 0.15, 0.14, 0.15, 0.12, 0.13, 0.09, 0.09, 0.10, -0.07, -0.39, -0.17, -0.21, -0.10, 0.03, 0.06, 0.06, 0.05, 0.13, 0.12, 0.11, 0.09, 0.08, 0.08, 0.06, 0.07, -0.06, -0.43, -0.13, -0.23, -0.03, 0.04, 0.05, 0.06, 0.08, 0.13, 0.12, 0.09, 0.09, 0.08, 0.05, 0.05, 0.06, -0.07, -0.47, -0.15, -0.24, -0.11, 0.04, 0.08, 0.06, 0.08, 0.14, 0.12, 0.12, 0.09, 0.09, 0.10, 0.06, 0.08]
}


[2]
{
  "formula": "C36H94NO18Y",
  "method": "ωB97M-V with the def2-TZVPD basis set",
  "spin_multiplicity": 1,
  "total_charge": 2,
  "gap_ev": 5.16,
  "max_force_ev_per_a": 5.29,
  "e_lumo_ev": -6.92,
  "elements": ["Y", "C", "C", "C", "C", "C", "C", "N", "O", "C", "C", "C", "H", "H", "H", "H", "H", "H", "H", "H", "H", "H", "H", "H", "H", "H", "H", "H", "H", "H", "C", "C", "C", "O", "H", "H", "H", "H", "H", "H", "H", "H", "C", "C", "C", "O", "H", "H", "H", "H", "H", "H", "H", "H", "C", "C", "C", "O", "H", "H", "H", "H", "H", "H", "H", "H", "C", "C", "C", "O", "H", "H", "H", "H", "H", "H", "H", "H", "C", "C", "C", "O", "H", "H", "H", "H", "H", "H", "H", "H", "C", "C", "O", "O", "H", "H", "H", "H", "H", "H", "C", "C", "O", "O", "H", "H", "H", "H", "H", "H", "C", "C", "O", "O", "H", "H", "H", "H", "H", "H", "C", "C", "O", "O", "H", "H", "H", "H", "H", "H", "C", "C", "O", "O", "H", "H", "H", "H", "H", "H", "C", "C", "O", "O", "H", "H", "H", "H", "H", "H"],
  "coordinates": [[-3.100, -3.565, -0.228], [-0.434, -2.247, -2.636], [0.197, -1.469, -1.486], [0.519, -0.122, -2.177], [0.967, 0.966, -1.225], [-0.039, 1.212, -0.122], [-0.512, -0.081, 0.562], [-0.639, -1.218, -0.342], [-1.172, -2.356, 0.256], [-1.851, 0.266, 1.186], [0.440, -0.373, 1.743], [1.550, -2.097, -1.122], [-0.826, -3.207, -2.280], [0.346, -2.408, -3.373], [-1.219, -1.689, -3.143], [-0.388, 0.293, -2.642], [1.265, -0.232, -2.965], [1.259, 1.893, -1.720], [1.930, 0.688, -0.769], [-0.900, 1.818, -0.407], [0.523, 1.760, 0.635], [-2.359, -0.472, 1.806], [-2.595, 0.425, 0.396], [-1.802, 1.177, 1.784], [0.326, -1.389, 2.144], [0.242, 0.248, 2.619], [1.490, -0.263, 1.459], [1.479, -3.155, -0.884], [1.884, -1.624, -0.192], [2.378, -1.895, -1.804], [5.997, 2.844, -2.072], [5.109, 2.546, -3.246], [3.651, 2.326, -2.844], [5.210, 3.635, -4.187], [6.180, 1.927, -1.498], [5.520, 3.525, -1.363], [6.994, 3.186, -2.338], [5.437, 1.647, -3.789], [3.074, 1.886, -3.661], [3.274, 3.292, -2.508], [3.594, 1.591, -2.036], [4.796, 3.331, -5.001], [4.400, -1.875, 2.580], [4.891, -1.942, 1.158], [4.954, -0.544, 0.553], [6.150, -2.607, 1.088], [5.049, -1.227, 3.172], [4.376, -2.847, 3.071], [3.403, -1.424, 2.617], [4.167, -2.361, 0.440], [5.696, 0.137, 1.000], [4.001, -0.018, 0.666], [5.236, -0.484, -0.506], [6.714, -2.041, 0.553], [2.265, 3.423, 2.372], [2.966, 4.702, 2.008], [3.538, 4.733, 0.602], [2.021, 5.759, 2.248], [2.877, 2.523, 2.300], [1.439, 3.309, 1.657], [1.776, 3.463, 3.344], [3.806, 4.857, 2.699], [4.221, 3.877, 0.549], [4.031, 5.674, 0.380], [2.781, 4.486, -0.149], [2.543, 6.566, 2.299], [-2.959, 6.928, 2.759], [-2.650, 5.514, 2.284], [-1.419, 4.915, 2.964], [-3.782, 4.623, 2.484], [-2.228, 7.373, 3.433], [-3.919, 6.953, 3.278], [-3.053, 7.602, 1.907], [-2.451, 5.472, 1.210], [-1.633, 4.607, 4.000], [-0.665, 5.701, 2.933], [-1.036, 3.951, 2.616], [-3.844, 4.530, 3.442], [-0.475, -2.525, 5.099], [-0.985, -3.512, 6.128], [-0.044, -4.672, 6.341], [-1.273, -2.886, 7.375], [-0.718, -1.465, 5.168], [-0.391, -2.979, 4.101], [0.628, -2.431, 5.180], [-1.956, -3.926, 5.786], [0.866, -4.276, 6.799], [0.234, -5.137, 5.394], [-0.465, -5.418, 7.011], [-1.827, -2.126, 7.171], [-4.506, 2.772, -0.185], [-5.532, 1.788, -0.684], [-5.464, 0.527, 0.041], [-3.244, 2.531, -0.788], [-4.435, 2.706, 0.906], [-4.866, 3.773, -0.444], [-5.168, 1.482, -1.670], [-6.543, 2.174, -0.743], [-6.246, 0.422, 0.590], [-2.625, 3.253, -0.649], [-2.335, 1.569, -4.419], [-1.359, 2.684, -4.241], [-1.079, 2.889, -2.864], [-3.570, 1.768, -3.714], [-1.954, 0.614, -4.012], [-2.499, 1.351, -5.473], [-1.694, 3.571, -4.783], [-0.425, 2.343, -4.713], [-0.468, 3.625, -2.767], [-3.344, 1.956, -2.794], [-3.513, -2.489, 2.759], [-3.681, -3.991, 2.972], [-3.341, -4.750, 1.770], [-3.953, -2.060, 1.452], [-2.466, -2.237, 2.934], [-4.058, -2.027, 3.583], [-4.650, -4.292, 3.368], [-2.913, -4.231, 3.712], [-3.197, -5.661, 2.064], [-4.732, -1.505, 1.594], [-3.697, -2.243, -3.292], [-3.652, -1.015, -2.426], [-3.796, -1.374, -1.033], [-3.199, -3.456, -2.626], [-3.050, -2.098, -4.161], [-4.674, -2.477, -3.713], [-4.461, -0.346, -2.735], [-2.768, -0.389, -2.560], [-4.007, -0.533, -0.576], [-2.869, -4.107, -3.256], [0.093, -0.522, -6.366], [1.311, -1.400, -6.263], [1.005, -2.558, -5.479], [-1.032, -1.230, -6.901], [0.315, 0.394, -6.925], [-0.179, -0.110, -5.381], [2.156, -0.831, -5.862], [1.657, -1.702, -7.260], [1.806, -2.729, -4.974], [-0.712, -2.130, -7.035], [1.796, -6.477, 1.524], [1.477, -5.097, 1.016], [1.772, -4.132, 1.996], [3.192, -6.642, 1.690], [1.502, -7.204, 0.766], [1.281, -6.691, 2.467], [0.394, -5.102, 0.753], [1.940, -4.892, 0.047], [1.685, -3.241, 1.641], [3.522, -5.798, 2.023]],
  "lowdin_charge": [1.87, -0.02, -0.48, -0.12, -0.17, -0.11, -0.47, -0.12, -0.28, -0.02, -0.02, 0.00, 0.06, 0.07, 0.06, 0.10, 0.12, 0.09, 0.10, 0.10, 0.10, 0.05, 0.06, 0.10, 0.06, 0.09, 0.06, 0.06, 0.06, 0.10, -0.04, -0.49, -0.07, -0.05, 0.07, 0.06, 0.09, 0.14, 0.07, 0.08, 0.06, 0.08, -0.05, -0.50, -0.08, -0.02, 0.09, 0.08, 0.06, 0.12, 0.09, 0.06, 0.08, 0.08, -0.06, -0.49, -0.05, -0.06, 0.08, 0.06, 0.08, 0.14, 0.07, 0.09, 0.07, 0.09, -0.04, -0.46, -0.06, -0.09, 0.08, 0.08, 0.08, 0.13, 0.09, 0.07, 0.06, 0.08, -0.07, -0.52, -0.04, -0.03, 0.08, 0.06, 0.09, 0.11, 0.10, 0.08, 0.09, 0.09, -0.21, -0.15, -0.09, -0.08, 0.11, 0.14, 0.10, 0.14, 0.10, 0.09, -0.23, -0.22, -0.06, -0.08, 0.08, 0.13, 0.14, 0.12, 0.10, 0.04, -0.17, -0.13, -0.16, -0.16, 0.11, 0.15, 0.14, 0.12, 0.14, 0.13, -0.13, -0.17, -0.16, -0.18, 0.14, 0.14, 0.13, 0.10, 0.06, 0.13, -0.24, -0.23, -0.08, -0.06, 0.13, 0.09, 0.12, 0.13, 0.09, 0.08, -0.25, -0.28, -0.05, -0.04, 0.12, 0.12, 0.10, 0.11, 0.06, 0.08]
}